[1]
Below is C46H42FN5O3PSSiV as an isolated structure in a non-equilibrium geometry, with properties calculated with the ωB97M-V functional and the def2-TZVPD basis.

Structure (ORCA input):
```
! RIJCOSX wB97M-V def2-TZVPD def2/J DEFGRID3
* xyz 0 3
V -0.86 -0.44 0.09
C 4.92 -1.59 3.66
Si 3.96 -1.32 2.05
C 4.01 0.52 1.64
C 4.82 -2.37 0.73
N 2.29 -1.82 2.22
C 1.60 -2.74 1.44
C 0.87 -3.78 2.04
C 0.17 -4.70 1.29
C 0.18 -4.62 -0.09
C 0.87 -3.60 -0.72
C 1.54 -2.67 0.05
F 2.15 -1.63 -0.58
H 5.98 -1.39 3.48
H 4.84 -2.61 4.02
H 4.60 -0.92 4.46
H 5.03 0.89 1.57
H 3.49 1.09 2.41
H 3.51 0.72 0.69
H 5.89 -2.22 0.82
H 4.52 -2.13 -0.28
H 4.64 -3.44 0.89
H 0.85 -3.83 3.12
H -0.39 -5.47 1.79
H -0.36 -5.35 -0.69
H 0.90 -3.49 -1.79
N -2.68 1.65 -1.10
C -2.64 1.53 -2.48
C -3.79 1.75 -3.25
C -3.75 1.61 -4.62
C -2.56 1.25 -5.26
C -1.43 1.00 -4.50
C -1.46 1.12 -3.11
P -0.06 0.62 -2.07
C 0.95 2.09 -1.78
C 2.07 1.94 -0.98
C 2.88 3.03 -0.70
C 2.54 4.28 -1.19
C 1.40 4.45 -1.96
C 0.61 3.35 -2.27
C 0.89 -0.43 -3.20
C 0.30 -1.62 -3.61
C 0.95 -2.45 -4.51
C 2.21 -2.11 -4.98
C 2.80 -0.93 -4.57
C 2.15 -0.08 -3.69
H -1.90 2.14 -0.68
H -3.55 2.01 -0.74
H -4.70 2.05 -2.76
H -4.64 1.79 -5.20
H -2.53 1.15 -6.33
H -0.52 0.69 -4.99
H 2.30 0.96 -0.55
H 3.76 2.90 -0.08
H 3.16 5.14 -0.96
H 1.13 5.42 -2.33
H -0.27 3.48 -2.89
H -0.68 -1.89 -3.23
H 0.48 -3.37 -4.83
H 2.72 -2.76 -5.67
H 3.78 -0.65 -4.93
H 2.61 0.84 -3.38
C -0.33 5.02 2.19
C -1.55 4.43 1.90
C -1.62 3.09 1.57
C -0.45 2.31 1.52
C 0.77 2.90 1.86
C 0.83 4.24 2.18
N -0.53 1.00 1.15
N 0.45 0.08 1.49
C 0.54 -0.23 2.82
C -0.22 0.38 3.84
C -0.03 0.05 5.17
C 0.91 -0.89 5.54
C 1.66 -1.51 4.56
C 1.51 -1.19 3.22
H -0.27 6.06 2.45
H -2.46 5.02 1.95
H -2.58 2.61 1.41
H 1.66 2.29 1.86
H 1.78 4.69 2.43
H -0.97 1.11 3.58
H -0.64 0.54 5.92
H 1.04 -1.17 6.58
H 2.37 -2.29 4.81
O -4.23 -1.70 2.28
S -2.54 -1.58 2.52
O -2.26 -2.69 3.37
N -2.01 -1.98 0.98
C -2.70 -1.66 -0.11
O -2.02 -1.53 -1.18
C -4.13 -1.37 -0.10
C -4.81 -1.07 -1.28
C -6.17 -0.84 -1.26
C -6.86 -0.91 -0.05
C -6.21 -1.20 1.13
C -4.83 -1.42 1.11
H -4.25 -1.02 -2.20
H -6.70 -0.61 -2.17
H -7.93 -0.74 -0.03
H -6.73 -1.26 2.07
*
```

**HOMO level (spin up / spin down)**: -6.79 / -6.82 eV
**Expectation value of S²**: 2.122
**Largest force on an atom**: 0.0266 Eh/bohr
**Relative energy (zero: lowest compared OMol25 entry of this formula, charge and spin)**: 17.5 kcal/mol

---

[2]
Below is one molecule with the formula C5H9N3 in a non-equilibrium geometry, with properties calculated with the ωB97M-V functional and the def2-TZVPD basis.

Structure (ORCA input):
```
! RIJCOSX wB97M-V def2-TZVPD def2/J DEFGRID3
* xyz 0 1
C 1.18 1.19 0.41
C 0.05 0.57 0.93
C -0.66 -0.42 -0.05
C -0.70 -1.89 -0.05
C -1.41 -2.25 -1.09
H 2.79 1.87 1.46
H 2.16 3.14 0.86
H 1.70 0.61 -0.25
H 1.14 1.55 -0.45
H 0.34 0.04 1.62
H -0.70 1.40 1.01
H -0.32 -2.53 0.71
H -1.81 -3.08 -1.14
H -2.41 -1.18 -2.67
N 1.94 2.09 1.33
N -1.87 -1.13 -1.65
N -1.42 0.01 -0.97
*
```

**HOMO level**: -9.15 eV
**Largest force on an atom**: 0.2050 Eh/bohr
**Relative energy (zero: lowest compared OMol25 entry of this formula, charge and spin)**: 145.6 kcal/mol
**SMILES**: NCCc1cc[nH]n1

---

[3]
Below is C3H7N3O2 as an isolated structure in a non-equilibrium geometry, with properties calculated with the ωB97M-V functional and the def2-TZVPD basis.

Structure (ORCA input):
```
! RIJCOSX wB97M-V def2-TZVPD def2/J DEFGRID3
* xyz 0 1
C -1.72 -1.33 0.20
C 0.22 -0.30 -0.16
C 1.79 -0.39 0.07
H -1.66 -0.43 1.01
H -2.49 -1.18 -0.72
H -2.19 -2.30 0.64
H -1.21 0.77 0.42
H 0.62 2.52 0.77
H -1.07 3.40 -0.63
H 3.31 -1.33 -0.81
N -0.28 -1.46 -0.15
N -0.21 0.93 -0.13
N 0.19 2.31 -0.52
O 2.13 -1.52 -0.65
O 2.58 0.32 0.68
*
```

**HOMO level**: -8.99 eV
**Largest force on an atom**: 0.1603 Eh/bohr
**Relative energy (zero: lowest compared OMol25 entry of this formula, charge and spin)**: 251.4 kcal/mol

---

[4]
Below is a 5-piece molecular cluster, C4H16O5S overall in a non-equilibrium geometry, with properties calculated with the ωB97M-V functional and the def2-TZVPD basis.

Structure (ORCA input):
```
! RIJCOSX wB97M-V def2-TZVPD def2/J DEFGRID3
* xyz 0 1
O -3.16 -0.38 -1.37
C -2.44 0.29 -0.65
C -1.36 1.04 -1.36
C 0.05 0.59 -0.83
C 1.10 0.96 -1.92
S 2.71 0.17 -1.60
H -2.51 0.39 0.41
H -1.39 2.11 -1.13
H -1.45 0.84 -2.43
H 0.11 1.11 0.12
H 0.16 -0.51 -0.65
H 1.34 2.04 -1.93
H 0.58 0.55 -2.80
H 2.74 0.45 -0.30
H -0.42 -2.29 2.76
H -1.92 -1.83 2.67
O -1.02 -1.56 2.54
H -2.79 -2.61 -0.16
H -1.37 -2.30 -0.45
O -1.90 -2.98 -0.03
H 1.72 -0.93 1.58
H 1.22 -0.63 3.01
O 1.86 -0.36 2.34
H 0.32 2.77 2.00
H 1.57 1.86 2.43
O 1.05 2.64 2.63
*
```

**HOMO level**: -9.44 eV
**Largest force on an atom**: 0.0558 Eh/bohr
**Relative energy (zero: lowest compared OMol25 entry of this formula, charge and spin)**: 0.0 kcal/mol
**SMILES**: O=CCCCS.O.O.O.O

---

[5]
Below is one molecule with the formula C3H4NOP in a non-equilibrium geometry, with properties calculated with the ωB97M-V functional and the def2-TZVPD basis.

Structure (ORCA input):
```
! RIJCOSX wB97M-V def2-TZVPD def2/J DEFGRID3
* xyz 0 1
C 0.53 0.29 0.52
C 1.10 -0.17 -0.81
C -0.87 -0.02 0.01
N -0.21 -0.39 -1.26
O 2.13 -0.28 -1.42
P 0.98 0.71 2.11
H -1.37 -0.72 0.56
H -1.43 0.84 -0.30
H -0.46 -0.80 -2.14
H -0.41 0.54 2.73
*
```

**HOMO level**: -9.89 eV
**Largest force on an atom**: 0.0783 Eh/bohr
**Relative energy (zero: lowest compared OMol25 entry of this formula, charge and spin)**: 26.8 kcal/mol
**SMILES**: [H]/P=C1\CNC1=O

---

[6]
Below is a 11-piece molecular cluster, C35H100N8O11 overall in a non-equilibrium geometry, with properties calculated with the ωB97M-V functional and the def2-TZVPD basis.

Structure (ORCA input):
```
! RIJCOSX wB97M-V def2-TZVPD def2/J DEFGRID3
* xyz -1 2
C 0.62 1.92 -3.35
C 1.29 1.72 -4.68
C 1.70 3.02 -5.36
O 2.21 2.80 -6.71
C 2.45 4.02 -7.49
N 2.43 0.85 -4.43
H -0.19 2.63 -3.50
H 1.23 2.36 -2.56
H 0.17 1.03 -2.92
H 0.64 1.14 -5.34
H 2.53 3.50 -4.83
H 0.87 3.73 -5.37
H 1.50 4.54 -7.64
H 2.92 3.88 -8.47
H 3.20 4.53 -6.88
H 3.13 1.30 -3.86
H 2.95 0.87 -5.29
C -5.93 -6.66 1.69
C -6.64 -5.59 0.86
C -6.10 -4.16 1.22
O -4.73 -3.86 0.83
C -4.29 -2.55 1.23
N -6.47 -5.87 -0.53
H -6.36 -6.73 2.69
H -4.85 -6.58 1.80
H -6.09 -7.64 1.23
H -7.71 -5.63 1.04
H -6.09 -4.10 2.31
H -6.79 -3.43 0.81
H -4.31 -2.38 2.31
H -4.91 -1.85 0.66
H -3.26 -2.45 0.89
H -5.47 -5.79 -0.63
H -6.84 -5.11 -1.09
C 4.28 1.83 7.42
C 3.87 2.07 5.99
C 2.66 1.12 5.49
O 2.49 1.31 4.11
C 1.36 0.64 3.54
N 3.39 3.42 6.00
H 4.69 0.83 7.58
H 3.40 1.98 8.04
H 5.01 2.62 7.61
H 4.77 1.95 5.39
H 1.73 1.40 6.00
H 2.80 0.08 5.76
H 1.51 -0.44 3.46
H 1.01 0.93 2.55
H 0.51 0.75 4.21
H 3.15 3.87 5.12
H 2.62 3.59 6.63
C 4.11 0.63 0.38
C 3.60 1.14 -0.94
C 4.67 1.73 -1.86
O 4.17 2.25 -3.07
C 5.26 2.61 -3.95
N 2.95 0.03 -1.58
H 4.39 1.50 0.97
H 4.95 -0.07 0.37
H 3.29 0.22 0.97
H 2.89 1.94 -0.69
H 5.29 0.90 -2.19
H 5.36 2.40 -1.34
H 5.63 1.75 -4.51
H 6.08 3.14 -3.45
H 4.88 3.38 -4.63
H 2.11 -0.27 -1.10
H 2.69 0.28 -2.52
C 0.76 7.22 2.12
C 0.93 5.96 2.97
C 0.94 4.65 2.12
O -0.13 4.62 1.19
C -0.04 3.44 0.34
N 2.10 6.16 3.82
H -0.02 7.10 1.36
H 1.64 7.42 1.50
H 0.54 8.15 2.65
H -0.01 5.81 3.51
H 1.00 3.77 2.77
H 1.89 4.61 1.60
H 0.88 3.32 -0.23
H -0.86 3.50 -0.37
H -0.12 2.50 0.89
H 2.94 6.31 3.28
H 1.91 7.04 4.28
C -1.63 -1.04 -4.40
C -0.56 -2.10 -4.44
C 0.04 -2.32 -5.83
O -0.83 -3.12 -6.54
C -0.57 -3.15 -7.91
N 0.43 -1.67 -3.50
H -1.89 -0.74 -3.39
H -2.58 -1.38 -4.81
H -1.41 -0.07 -4.85
H -0.91 -3.05 -4.04
H 0.95 -2.91 -5.74
H 0.15 -1.36 -6.34
H -1.31 -3.85 -8.28
H 0.44 -3.53 -8.02
H -0.79 -2.21 -8.41
H 0.90 -0.87 -3.90
H 1.15 -2.37 -3.42
C 1.92 -2.99 1.70
C 2.63 -3.97 0.76
C 1.99 -5.37 0.69
O 1.95 -5.93 2.02
C 1.30 -7.18 1.99
N 2.69 -3.27 -0.53
H 2.47 -2.07 1.93
H 1.70 -3.44 2.67
H 0.91 -2.66 1.43
H 3.67 -4.10 1.05
H 2.58 -6.00 0.03
H 0.99 -5.36 0.25
H 1.96 -7.90 1.51
H 0.34 -7.20 1.47
H 1.16 -7.41 3.04
H 3.45 -2.61 -0.43
H 1.84 -2.73 -0.51
C -2.59 3.03 4.69
C -2.27 2.22 3.40
C -2.65 0.74 3.59
O -1.82 0.17 4.58
C -2.07 -1.25 4.70
N -3.01 2.82 2.32
H -2.01 2.77 5.57
H -3.65 3.02 4.95
H -2.40 4.08 4.44
H -1.19 2.25 3.28
H -2.50 0.27 2.62
H -3.69 0.70 3.91
H -1.37 -1.60 5.46
H -1.97 -1.83 3.79
H -3.07 -1.49 5.08
H -2.72 3.79 2.35
H -3.95 2.88 2.68
C -4.05 -2.97 -2.44
O -4.83 -1.78 -2.65
H -3.87 -3.55 -3.34
H -3.12 -2.71 -1.92
H -4.41 -3.69 -1.70
H -5.04 -1.76 -3.59
C -0.52 -0.46 -0.14
O 0.50 -1.23 -0.76
H -0.33 -0.32 0.92
H -0.66 0.46 -0.71
H -1.50 -0.95 -0.14
H 0.30 -1.52 -1.65
C -4.01 0.88 -0.62
O -3.69 2.25 -0.48
H -3.57 0.22 0.13
H -5.09 0.74 -0.56
H -3.63 0.67 -1.61
H -3.33 2.49 0.38
*
```

**HOMO level (spin up / spin down)**: 0.88 / -6.80 eV
**Expectation value of S²**: 0.750
**Largest force on an atom**: 0.0511 Eh/bohr
**Relative energy (zero: lowest compared OMol25 entry of this formula, charge and spin)**: 0.0 kcal/mol

---

[7]
Below is C22H57AgN4O24P3S as an isolated structure in a non-equilibrium geometry, with properties calculated with the ωB97M-V functional and the def2-TZVPD basis.

Structure (ORCA input):
```
! RIJCOSX wB97M-V def2-TZVPD def2/J DEFGRID3
* xyz 0 2
Ag 1.07 -1.36 -0.45
S -0.16 0.92 0.15
O -0.40 1.63 -1.12
O -0.66 1.70 1.28
O -0.81 -0.43 0.00
O 1.28 0.68 0.26
C 1.13 -1.80 6.76
C 2.55 -2.01 7.31
O 3.35 -2.68 6.34
P 4.26 -1.92 5.29
O 4.76 -2.75 4.19
O 3.45 -0.59 4.83
C 3.95 0.24 3.77
C 2.70 0.69 2.99
O 5.39 -1.27 6.25
C 6.61 -0.76 5.73
C 7.64 -0.85 6.84
H 1.28 -1.73 5.67
H 0.47 -2.64 6.92
H 0.70 -0.81 6.91
H 2.99 -1.03 7.49
H 2.45 -2.61 8.21
H 4.32 1.11 4.30
H 4.55 -0.27 3.02
H 1.92 1.00 3.69
H 3.06 1.49 2.33
H 2.25 -0.08 2.37
H 7.07 -1.29 4.89
H 6.46 0.28 5.41
H 8.51 -0.27 6.52
H 7.13 -0.38 7.68
H 7.95 -1.86 7.12
C -6.52 0.54 -5.93
C -5.99 1.96 -6.03
O -4.84 2.25 -5.25
P -3.82 3.38 -5.82
O -4.31 4.21 -6.92
O -3.35 4.12 -4.50
C -2.91 3.41 -3.33
C -1.63 4.05 -2.76
O -2.67 2.40 -6.30
C -1.67 2.91 -7.21
C -0.56 3.40 -6.28
H -5.74 -0.14 -6.28
H -6.82 0.37 -4.90
H -7.37 0.37 -6.58
H -5.79 2.09 -7.10
H -6.79 2.64 -5.72
H -3.76 3.50 -2.65
H -2.73 2.37 -3.60
H -1.44 5.07 -3.08
H -1.55 4.03 -1.67
H -0.74 3.44 -2.93
H -1.38 2.02 -7.76
H -1.97 3.69 -7.91
H -0.41 2.67 -5.48
H 0.44 3.41 -6.72
H -0.79 4.38 -5.87
C -4.05 -2.60 0.15
C -2.70 -3.30 0.09
O -2.27 -3.51 -1.28
P -0.86 -4.11 -1.61
O 0.26 -3.26 -1.20
O -0.84 -5.56 -0.89
C 0.39 -6.17 -0.49
C 0.83 -7.06 -1.66
O -0.88 -4.54 -3.15
C -2.06 -5.10 -3.72
C -2.04 -5.02 -5.23
H -4.80 -3.38 0.06
H -4.13 -2.19 1.15
H -4.16 -1.88 -0.66
H -1.93 -2.72 0.60
H -2.72 -4.27 0.59
H 1.16 -5.46 -0.18
H 0.12 -6.99 0.18
H 1.22 -6.50 -2.52
H 1.68 -7.65 -1.31
H 0.06 -7.70 -2.09
H -2.18 -6.13 -3.38
H -2.99 -4.59 -3.45
H -1.70 -4.03 -5.57
H -1.22 -5.63 -5.63
H -2.93 -5.15 -5.84
C -0.52 3.72 3.56
N -0.72 3.67 5.07
O 0.01 2.95 5.73
O -1.77 4.12 5.49
H 0.30 3.02 3.42
H -0.10 4.68 3.26
H -1.45 3.50 3.05
C 4.30 1.24 -0.37
N 5.28 2.12 -1.08
O 4.92 3.25 -1.36
O 6.44 1.75 -1.14
H 4.65 1.15 0.65
H 4.25 0.29 -0.90
H 3.36 1.78 -0.44
C 0.67 4.96 -0.46
N 1.77 5.39 -1.34
O 2.71 5.89 -0.75
O 1.69 5.17 -2.53
H 0.69 3.87 -0.58
H -0.30 5.36 -0.72
H 0.97 5.11 0.57
C -2.94 0.30 2.95
N -3.01 -0.84 3.87
O -3.87 -0.88 4.74
O -2.11 -1.65 3.78
H -1.95 0.74 3.02
H -3.75 0.95 3.26
H -2.92 -0.01 1.91
*
```

**HOMO level (spin up / spin down)**: -10.46 / -10.46 eV
**Expectation value of S²**: 0.758
**Largest force on an atom**: 0.1233 Eh/bohr

---

Copy entry 5 word for word.
Below is one molecule with the formula C3H4NOP in a non-equilibrium geometry, with properties calculated with the ωB97M-V functional and the def2-TZVPD basis.

Structure (ORCA input):
```
! RIJCOSX wB97M-V def2-TZVPD def2/J DEFGRID3
* xyz 0 1
C 0.53 0.29 0.52
C 1.10 -0.17 -0.81
C -0.87 -0.02 0.01
N -0.21 -0.39 -1.26
O 2.13 -0.28 -1.42
P 0.98 0.71 2.11
H -1.37 -0.72 0.56
H -1.43 0.84 -0.30
H -0.46 -0.80 -2.14
H -0.41 0.54 2.73
*
```

**HOMO level**: -9.89 eV
**Largest force on an atom**: 0.0783 Eh/bohr
**Relative energy (zero: lowest compared OMol25 entry of this formula, charge and spin)**: 26.8 kcal/mol
**SMILES**: [H]/P=C1\CNC1=O